(1)
{"formula": "C18H21N7PtS", "method": "ωB97M-V/def2-TZVPD", "charge": 2, "homo_energy_ev": [-14.04, -14.06], "energy_ha": -1598.87914, "species": ["H", "N", "H", "C", "C", "C", "H", "N", "C", "H", "H", "C", "N", "H", "N", "Pt", "C", "N", "C", "H", "H", "C", "S", "C", "C", "C", "H", "C", "N", "C", "H", "H", "H", "H", "H", "H", "H", "C", "C", "H", "H", "C", "H", "H", "H", "N", "C", "C"], "xyz": [[2.96826, -1.06256, 1.58741], [1.61396, 4.10165, -0.25901], [-1.88079, 7.13226, -0.62501], [-1.91924, 3.75501, -0.24464], [2.62262, 1.80891, -0.00814], [-0.11694, 5.95164, -0.49819], [0.56428, 6.78932, -0.57589], [1.47910, -0.30909, 4.00511], [-0.64554, -0.42278, 3.37222], [-3.43888, 5.24363, -0.37818], [-4.02555, -1.29532, -1.91484], [1.49309, 2.77303, -0.11447], [2.12445, 0.46046, 0.41460], [-2.49974, 0.90885, -4.47434], [0.23414, 2.40039, -0.11909], [-0.02997, 0.30846, 0.16907], [-2.02732, -0.53318, 3.49962], [-3.65054, -0.47680, -2.36697], [-2.68315, 0.22006, -1.78231], [0.33493, -0.69076, 6.64255], [2.47750, 4.62186, -0.27518], [1.40229, -0.18131, 2.67084], [-2.19564, -0.30445, -0.18069], [-0.53861, 3.56485, -0.25527], [2.56362, -0.06246, 1.74829], [0.17841, -0.47530, 4.48992], [-1.48082, 1.80131, -1.93714], [0.33109, 4.64384, -0.35866], [0.16867, -0.24341, 2.24232], [-2.52820, -0.70755, 4.77018], [-4.06600, -0.19183, -3.23770], [-2.67715, -0.48742, 2.63590], [-3.59601, -0.80356, 4.91117], [3.07218, 1.70759, -0.99696], [2.51458, -0.18845, -0.26153], [3.36591, 0.54330, 2.16799], [-2.59911, 2.92616, -0.09155], [-2.37512, 5.04938, -0.38755], [-0.31523, -0.64898, 5.77811], [-3.65411, 2.04288, -3.72125], [-2.11636, -0.90631, 6.87623], [-2.61626, 1.70458, -3.73872], [-1.99356, 2.54287, -4.03426], [2.32135, -0.31827, 4.55793], [3.40279, 2.16435, 0.66341], [-2.17564, 1.25560, -2.42005], [-1.68226, -0.76649, 5.89557], [-1.48401, 6.13155, -0.52074]], "forces_ev_per_angstrom": [[0.1, 0.0, 0.0], [0.0, 0.2, 0.0], [0.0, 0.0, 0.0], [0.0, 0.0, 0.0], [0.0, -0.2, 0.1], [0.0, 0.1, 0.0], [0.0, 0.0, 0.0], [-0.1, 0.0, 0.2], [0.1, 0.0, -0.3], [0.0, 0.0, 0.0], [0.0, 0.0, 0.0], [-0.1, 0.3, 0.1], [-0.3, 0.0, -0.3], [0.0, 0.0, 0.0], [-0.2, -0.2, -0.7], [0.3, 0.6, 0.8], [0.0, 0.0, -0.1], [0.0, -0.1, 0.3], [-0.1, -0.1, -0.1], [0.0, 0.0, 0.0], [0.0, 0.0, 0.0], [0.1, 0.0, 0.3], [0.1, 0.2, -0.3], [0.1, -0.3, 0.1], [0.0, 0.0, -0.1], [0.3, 0.0, 0.0], [0.0, 0.0, 0.0], [0.3, 0.0, 0.0], [-0.4, -0.6, -0.1], [0.1, 0.0, 0.1], [0.0, 0.0, 0.0], [0.0, 0.0, 0.0], [0.0, 0.0, 0.0], [0.1, -0.1, 0.0], [-0.2, 0.0, 0.0], [0.0, 0.1, 0.0], [0.0, 0.0, 0.0], [0.1, 0.1, 0.0], [0.1, 0.0, 0.0], [0.0, 0.0, 0.1], [0.0, 0.0, 0.0], [0.0, 0.0, 0.0], [0.0, 0.0, 0.0], [0.0, 0.0, 0.0], [0.0, 0.1, 0.1], [0.1, 0.0, 0.1], [-0.1, 0.0, -0.1], [-0.1, -0.1, 0.0]]}

(2)
{"formula": "C4H4MgO5Rb", "method": "ωB97M-V/def2-TZVPD", "charge": 2, "de_lowest_kj_mol": 81.4, "homo_energy_ev": [-15.62, -15.62], "energy_ha": -754.62421, "multiplicity": 2, "species": ["H", "O", "O", "H", "C", "O", "O", "C", "Mg", "Rb", "C", "C", "O", "H", "H"], "xyz": [[-1.14134, -1.86948, 0.24758], [4.17131, 0.82108, -0.20988], [-1.14954, 0.05630, 0.98814], [-2.34365, -1.53896, 1.53317], [-1.86283, -1.14197, 0.63454], [-0.99270, 2.14686, 0.24079], [4.57404, -1.24247, -0.84483], [-2.85274, -0.65249, -0.43029], [6.10609, 0.16981, -0.69963], [2.40055, 3.63347, 0.92780], [3.79859, -0.33448, -0.55254], [-1.55957, 1.07101, 0.25393], [-2.54903, 0.75107, -0.54520], [-3.89795, -0.74561, -0.11884], [-2.70124, -1.12413, -1.42476]], "forces_ev_per_angstrom": [[-0.2, 0.2, 0.1], [-0.1, 0.1, -0.3], [0.3, -0.8, 0.7], [0.1, 0.1, -0.2], [0.0, -0.2, 0.1], [-0.3, -0.6, 0.3], [0.0, 0.0, -0.3], [-0.3, -0.3, -0.4], [-1.2, -0.6, 0.1], [-0.6, 0.0, 0.0], [1.5, 0.4, 0.4], [1.3, 1.6, -0.7], [-0.6, -0.2, -0.4], [0.3, 0.0, -0.2], [-0.2, 0.3, 0.7]]}

(3)
{"formula": "C14H25BaN3OP2S", "method": "ωB97M-V/def2-TZVPD", "charge": 1, "de_lowest_kj_mol": 0.0, "homo_energy_ev": [-9.65, -9.64], "energy_ha": -1894.07261, "multiplicity": 2, "species": ["C", "C", "H", "H", "H", "H", "H", "S", "C", "Ba", "C", "C", "H", "H", "C", "H", "H", "H", "C", "N", "H", "H", "C", "C", "H", "H", "N", "H", "H", "H", "P", "H", "H", "H", "C", "O", "N", "C", "H", "C", "P", "H", "H", "H", "H", "C", "C"], "xyz": [[-2.34345, -4.72528, 2.96805], [3.07108, 0.25494, -2.75488], [-0.25269, 2.81993, -1.52179], [-1.53622, -0.67021, -4.33312], [-1.23130, -3.59784, 4.47726], [-1.21629, -2.48365, -1.64374], [3.96750, -0.06412, -2.20502], [-2.88299, -0.62471, 1.21036], [-0.83646, 2.44339, 0.49756], [0.01860, -1.04404, 0.27816], [-2.86558, -2.17484, 1.89145], [-1.85458, -3.59278, 3.58688], [0.87651, -1.47633, 2.84512], [0.78371, -1.68282, -2.16879], [-1.13729, -0.71531, -3.31579], [-3.50874, -5.46826, 1.30549], [1.36353, 1.51279, -2.47290], [0.02771, 2.57872, 2.88134], [-3.13196, -4.58316, 1.81230], [0.12629, 1.51057, 1.08444], [1.45348, 1.29562, -0.10541], [-0.49902, 3.48850, 0.62590], [0.45202, 1.69165, 2.36423], [1.31870, 0.93785, 3.17000], [1.49203, 1.41096, 4.14657], [3.34917, 2.98733, -2.76473], [-2.18957, -2.35898, 3.09402], [4.00184, 2.41218, -1.20376], [-1.82982, 2.36391, 0.97559], [-1.88864, -1.51531, 3.58108], [-0.38951, -2.24978, -2.81648], [-2.00235, 2.65678, -1.28466], [2.48152, 3.34475, -1.26582], [-1.60364, 1.31280, -3.30433], [-3.41368, -3.32320, 1.29802], [1.97837, 0.66316, -0.68869], [-0.92626, 0.81000, -1.39055], [-1.02552, 2.22254, -0.99922], [2.45476, -0.62730, -2.95684], [3.08014, 2.58228, -1.77832], [2.09051, -0.65901, 2.92655], [3.37977, 0.66437, -3.72378], [-4.00369, -3.17674, 0.39597], [2.38569, -0.48323, 1.52270], [-2.13493, -5.70535, 3.39480], [-1.22032, 0.51125, -2.63758], [2.31364, 1.29159, -1.96346]], "forces_ev_per_angstrom": [[0.5, 0.3, 0.5], [0.3, -0.1, -0.2], [-0.2, -0.5, -0.1], [0.2, -0.2, 0.3], [-0.2, 0.0, -0.1], [0.5, 0.1, -0.4], [-0.2, 0.1, -0.2], [-0.3, 0.1, 0.1], [-0.2, 0.0, 0.7], [0.4, 0.6, 0.9], [0.5, 0.4, 0.8], [-0.8, 0.0, -0.3], [0.4, -0.1, -0.5], [-0.7, -0.3, -0.1], [-0.3, 0.9, 0.0], [0.0, 0.2, 0.1], [0.2, 0.0, 0.0], [0.2, -0.3, -0.3], [-0.3, 0.7, -0.2], [-0.3, -0.5, -0.5], [0.3, -0.4, -0.2], [-0.2, -0.2, 0.0], [0.8, 0.0, 0.9], [-0.9, 1.1, 0.1], [0.0, -0.5, -0.4], [0.0, -0.1, 0.3], [0.1, -0.7, -0.6], [-0.2, 0.0, -0.2], [0.3, 0.0, 0.0], [0.0, -0.2, -0.2], [0.3, -0.8, 0.1], [0.4, -0.3, -0.1], [0.1, -0.2, 0.0], [0.2, -0.2, 0.5], [0.2, -0.9, 0.0], [-0.1, 0.6, -0.4], [-0.2, -0.2, -0.9], [0.1, 0.3, -0.1], [0.1, 0.1, 0.1], [0.3, 0.2, 0.0], [-0.1, 0.8, 0.2], [0.0, -0.1, 0.2], [0.2, -0.1, 0.2], [-0.3, -0.6, 0.2], [0.1, 0.3, -0.2], [-0.5, 1.2, -0.4], [-0.5, -0.4, 0.5]]}

(4)
{"formula": "C14H12BCl3FeN4O2", "method": "ωB97M-V/def2-TZVPD", "de_lowest_kj_mol": 6.1, "homo_energy_ev": [-9.39, -9.44], "energy_ha": -3579.35876, "multiplicity": 5, "species": ["C", "Cl", "C", "H", "C", "H", "C", "C", "H", "C", "H", "Cl", "H", "H", "H", "O", "C", "C", "C", "H", "Fe", "B", "Cl", "N", "N", "C", "N", "H", "O", "H", "C", "C", "N", "H", "H", "C", "C"], "xyz": [[-1.69225, 2.93893, 0.77650], [-3.84336, -0.37689, -4.00709], [-1.39831, 4.27765, 1.00494], [0.49773, -4.32300, 2.27823], [-4.18294, 0.35330, -2.44328], [5.30322, -1.51615, 0.12339], [-3.00431, 0.18268, -1.45375], [1.62117, -1.78058, -1.01001], [-0.80818, -3.65378, 3.65321], [-0.85383, -2.67791, 1.63794], [3.73256, 0.34892, 0.57633], [-5.64808, -0.35385, -1.75851], [1.96291, 3.99933, 0.65463], [0.18448, 5.71920, 1.14173], [0.58268, -1.84614, -1.31235], [-1.87229, -0.11716, -1.90708], [3.40783, -0.53801, 0.05055], [-0.07609, 4.68405, 0.96792], [0.91318, 3.74671, 0.70175], [2.14649, -3.71079, -1.76772], [-1.03714, -0.00425, 0.01791], [-0.64208, -3.96095, 2.49285], [-4.39302, 2.11208, -2.63967], [1.55688, 1.49084, 0.20152], [-0.97408, -1.72552, 0.98797], [3.82051, -2.72110, -0.86200], [-0.74070, 2.04569, 0.52799], [4.50106, -3.54137, -1.04767], [-3.20933, 0.41611, -0.24913], [-2.19548, 4.97770, 1.20738], [2.07886, -0.64135, -0.35830], [2.49792, -2.81966, -1.26713], [1.12336, 0.37146, -0.10924], [-1.45994, -4.77610, 2.12742], [-2.70692, 2.56053, 0.78395], [4.27416, -1.58071, -0.20271], [0.53335, 2.44009, 0.48151]], "forces_ev_per_angstrom": [[-0.1, 0.1, 0.1], [0.0, 0.0, 0.0], [0.0, -0.1, 0.0], [0.0, 0.0, 0.0], [0.0, -0.1, 0.0], [0.0, 0.0, 0.0], [0.0, 0.1, -0.1], [-0.1, 0.0, 0.0], [0.0, 0.0, -0.1], [0.0, 0.1, -0.1], [0.0, 0.0, 0.0], [0.0, 0.0, 0.0], [0.0, 0.0, 0.0], [0.0, 0.0, 0.0], [0.0, 0.0, 0.0], [0.2, 0.0, -0.1], [-0.1, 0.2, 0.1], [0.0, 0.0, 0.0], [0.1, 0.1, 0.0], [0.0, 0.0, 0.0], [-0.4, -0.3, 0.1], [0.0, -0.2, 0.1], [0.0, 0.0, 0.0], [0.0, 0.0, 0.0], [0.0, 0.2, 0.0], [0.0, 0.0, 0.0], [0.1, -0.2, -0.1], [0.0, 0.0, 0.0], [0.0, 0.1, 0.2], [0.0, 0.0, 0.0], [0.2, -0.2, -0.1], [0.1, 0.0, 0.0], [-0.1, 0.0, -0.1], [0.0, 0.0, 0.0], [0.0, 0.0, 0.0], [0.0, -0.1, 0.0], [-0.1, 0.1, 0.0]]}

(5)
{"formula": "C29H45As3N3O4PdS", "method": "ωB97M-V/def2-TZVPD", "charge": 3, "de_lowest_kj_mol": 0.0, "homo_energy_ev": [-14.83, -14.83], "energy_ha": -8829.68207, "species": ["H", "C", "H", "C", "H", "N", "C", "C", "H", "N", "S", "As", "H", "H", "C", "C", "C", "C", "C", "C", "H", "H", "C", "H", "C", "H", "H", "H", "H", "C", "H", "H", "H", "H", "As", "H", "C", "H", "C", "H", "H", "H", "H", "C", "C", "C", "H", "O", "H", "H", "C", "H", "H", "H", "H", "H", "C", "H", "H", "N", "O", "H", "C", "C", "C", "H", "C", "H", "H", "H", "H", "C", "As", "H", "O", "H", "H", "H", "O", "C", "C", "C", "C", "Pd", "H", "H"], "xyz": [[1.04362, -5.70776, -0.60654], [-2.71774, -2.62354, -4.29053], [4.65534, -0.54800, -0.23323], [0.78905, -3.86828, -1.64535], [2.75450, 2.70752, 0.89295], [-1.93431, 0.72471, -1.23019], [-4.54798, -3.29474, -5.90183], [-0.64524, -1.00759, 2.83884], [-5.28387, -4.06835, -5.67379], [0.49115, -4.85436, -0.55361], [-2.72688, -0.68893, -0.81817], [-0.17986, 0.53902, 1.82195], [-1.53439, 2.65445, 1.62370], [4.60202, -2.80808, 5.25604], [-3.85970, 2.21761, -1.45338], [3.07501, -0.14927, 2.85511], [-4.07292, -2.63377, -4.63654], [-3.22480, -1.43989, -2.28494], [-1.70980, 1.68029, 2.07479], [3.06301, 1.68196, 1.10904], [-6.04294, -2.01462, -4.04206], [3.76074, -2.90232, 3.69622], [1.89970, -1.28906, 5.45142], [2.11477, -1.71602, 6.42965], [3.18002, 1.51928, -1.91576], [-0.49469, -5.10777, -0.51649], [-1.58113, -1.39368, 2.44040], [-3.68544, 5.58282, -1.74810], [3.39360, -1.60913, 0.46190], [4.40621, -2.28244, 4.32331], [3.12221, 0.85018, -2.77050], [1.06639, 5.81839, -1.05133], [0.92611, 1.39331, 3.82631], [0.72177, -4.30550, 0.28196], [3.57884, -0.56925, 4.74870], [0.90962, 2.59476, 2.53692], [-1.50819, 3.01267, -1.21087], [1.66270, 3.47512, -0.58702], [-2.27784, -2.02709, -3.12334], [1.49183, -2.07553, 4.81640], [-5.30347, -0.97691, -1.92834], [1.16549, -0.49421, 5.58909], [-1.85076, 1.79105, 3.14862], [-2.47217, 1.92239, -1.29709], [-1.00712, 5.35973, -1.35027], [0.64473, 3.72126, -0.84751], [4.15153, 1.65919, 1.02678], [-1.59661, -1.41021, -0.23480], [3.55574, -1.45220, -1.30144], [4.21980, 1.73801, -1.68380], [-3.35086, 4.56263, -1.59679], [-2.59459, 1.22060, 1.63535], [1.73884, -4.12431, -2.10774], [2.64143, 2.43145, -2.15017], [3.21411, 3.33787, 3.12849], [-1.31864, 6.38649, -1.50985], [3.64663, -0.94056, -0.34723], [3.11315, 2.20712, 4.48247], [-1.22130, -1.99319, -2.87966], [-0.21985, 2.71534, -0.91207], [-3.83670, -0.41876, 0.04476], [2.32306, -0.86159, 2.48991], [3.41120, 2.30696, 3.44050], [0.30257, 5.05304, -1.08991], [-4.58291, -1.42082, -2.60558], [-3.72985, -3.74789, -6.45773], [2.65831, 1.30996, 2.54008], [4.48767, 2.13264, 3.39181], [0.01471, -3.86634, -2.40377], [5.35503, -2.11190, 3.81734], [-5.32751, 3.73453, -1.72686], [1.16596, 1.55903, 2.77403], [2.48748, 0.58726, -0.37847], [-4.57762, 1.40950, -1.47846], [1.02221, -2.51496, 0.25542], [-0.77645, -0.65052, 3.85594], [-5.04636, -2.56918, -6.54800], [0.12354, -1.76505, 2.77755], [0.90103, -1.50844, -1.77231], [-4.99047, -2.01674, -3.78131], [-4.27401, 3.52082, -1.59638], [-1.95439, 4.32233, -1.39345], [0.91647, -2.49697, -0.97932], [0.08504, 0.34190, -0.60489], [-2.00093, -3.09137, -4.95587], [4.00638, -0.36610, 2.32890]], "forces_ev_per_angstrom": [[0.0, -0.1, 0.0], [0.0, 0.0, 0.0], [0.1, 0.0, 0.0], [0.1, -0.1, -0.2], [0.0, 0.0, 0.0], [0.3, 0.0, 1.3], [0.0, 0.1, 0.1], [-0.1, -0.2, -0.3], [0.0, 0.0, 0.0], [-0.1, -0.1, -0.7], [0.1, -1.6, 1.0], [0.1, 0.4, -0.4], [0.0, 0.0, 0.0], [0.0, 0.0, 0.0], [0.1, 0.1, -0.1], [-0.2, 0.2, 0.1], [0.0, -0.1, -0.2], [-0.1, 0.2, -0.2], [-0.1, -0.1, -0.1], [-0.2, 0.2, 0.0], [0.1, 0.0, 0.0], [0.0, 0.0, 0.0], [-0.1, 0.0, -0.1], [0.0, 0.0, 0.0], [-0.4, -0.1, -0.2], [-0.1, 0.0, 0.0], [0.0, 0.0, 0.0], [0.0, 0.0, -0.1], [0.0, -0.1, 0.1], [-0.1, -0.1, -0.1], [0.0, 0.0, -0.1], [0.0, 0.0, 0.0], [0.0, 0.0, 0.1], [0.2, 0.2, 0.7], [0.1, 0.1, 0.1], [0.1, 0.1, 0.1], [0.3, -0.5, 0.3], [0.0, 0.0, 0.1], [0.0, 0.1, -0.1], [0.0, 0.0, 0.0], [0.0, 0.0, 0.0], [0.0, 0.0, 0.0], [-0.1, 0.1, 0.1], [0.4, 0.2, -0.6], [-0.1, 0.3, 0.0], [-0.2, 0.1, 0.2], [0.1, 0.0, 0.0], [-1.2, -0.2, -0.5], [0.1, 0.0, 0.0], [0.1, 0.1, 0.0], [0.7, -0.1, 0.1], [0.0, 0.0, 0.1], [0.0, -0.1, -0.1], [0.0, 0.0, 0.0], [0.0, -0.1, 0.0], [0.0, 0.0, 0.0], [-0.2, -0.2, -0.2], [0.0, 0.0, 0.0], [-0.1, 0.0, 0.0], [-0.6, -0.1, -0.9], [0.0, 0.4, -0.3], [0.1, 0.0, 0.0], [0.0, 0.1, -0.1], [0.2, 0.0, -0.1], [0.1, 0.0, 0.0], [0.0, 0.0, 0.0], [0.2, -0.2, 0.2], [0.0, 0.0, 0.0], [-0.1, -0.1, 0.0], [0.0, 0.0, 0.0], [0.1, 0.0, 0.0], [0.1, 0.0, 0.0], [-0.5, -0.3, 0.6], [0.0, 0.0, 0.0], [0.0, 0.3, -0.3], [0.0, -0.1, 0.2], [0.0, 0.0, 0.0], [0.1, -0.1, 0.0], [-0.3, 0.5, 0.5], [-0.1, 0.0, -0.1], [-0.2, 0.0, 0.1], [-0.9, 0.5, 0.2], [-0.1, -0.1, 0.5], [2.2, 0.8, -0.8], [0.0, 0.0, 0.0], [0.0, 0.0, 0.0]]}